Record 1
The following is a quantum chemistry calculation of a 9-piece molecular cluster, C24H69N3O9 overall at a distorted geometry, from the Open Molecules 2025 dataset.

The geometry in XYZ format:
```
105
Properties=species:S:1:pos:R:3:forces:R:3
C -1.973951 -5.421499 0.889241 0.240 -0.793 0.338
C -1.794941 -3.945070 1.001415 -1.481 0.703 1.112
C -0.464814 -3.384928 0.614406 0.801 -0.160 -1.170
O 0.628615 -3.719710 1.461591 -0.595 0.405 -0.258
C 1.801144 -3.006194 1.084167 0.969 -1.018 1.014
N -2.868739 -3.348441 0.153333 0.761 0.853 -0.190
H -1.090015 -5.902997 1.297603 -0.116 -0.431 0.188
H -2.113541 -5.761939 -0.130975 0.356 0.157 -0.476
H -2.895277 -5.751188 1.374927 0.263 0.073 0.358
H -1.921301 -3.643951 2.099816 -0.359 -0.338 -1.376
H -0.555671 -2.293287 0.568155 0.004 -0.040 -0.020
H -0.289910 -3.766519 -0.411482 0.349 0.265 0.106
H 2.590109 -3.405929 1.794664 -0.785 0.904 -0.689
H 1.709309 -1.893439 1.131110 -0.091 -0.747 0.080
H 2.135042 -3.321906 0.092575 -0.139 0.270 -0.215
H -2.985220 -3.839156 -0.755464 0.373 0.265 1.018
H -2.563506 -2.392387 -0.089556 -0.585 -0.456 0.095
C -5.403186 -2.235287 -4.224123 0.273 -1.356 0.601
C -6.014689 -0.953134 -3.645197 -0.506 -0.945 0.012
C -5.002475 0.153965 -3.435964 0.873 -1.126 0.501
O -3.935162 -0.295252 -2.608269 -0.263 -0.849 -0.292
C -3.019920 0.700165 -2.270035 0.535 0.903 -0.889
N -7.087057 -0.479747 -4.525339 0.904 0.523 -1.630
H -6.167854 -3.012826 -4.538842 0.527 1.226 0.372
H -4.742186 -2.810500 -3.470104 -0.759 1.286 -1.256
H -4.845654 -1.944741 -5.128874 0.179 -0.361 0.280
H -6.538677 -1.205448 -2.743088 0.143 -0.082 0.906
H -5.379223 0.994521 -2.900569 -1.050 0.922 0.095
H -4.717936 0.458099 -4.445489 0.664 0.223 -0.104
H -2.450451 0.997467 -3.193244 -0.135 -0.094 0.810
H -2.338753 0.355854 -1.486373 -0.126 -0.156 -0.272
H -3.521724 1.610462 -1.900849 -0.020 -0.123 -0.009
H -7.092599 0.534103 -4.394609 -0.546 -0.101 -0.123
H -6.724448 -0.579078 -5.506848 -0.620 0.090 1.004
C 2.883368 0.558249 2.907885 -0.381 -0.203 0.663
C 4.204050 -0.208134 3.021374 -0.011 1.942 1.434
C 5.300320 0.377291 2.076597 -0.962 -1.883 1.582
O 6.495833 -0.310689 2.410439 -0.125 -0.077 -1.009
C 7.503847 -0.162506 1.395723 -0.676 -0.950 1.279
N 4.558795 -0.211707 4.464559 -0.640 1.099 -0.519
H 2.430766 0.453878 1.940018 -0.223 0.000 -0.620
H 2.960578 1.608796 3.139812 0.616 0.668 -0.290
H 2.136202 0.283773 3.673733 0.406 -0.680 -0.341
H 4.027490 -1.224852 2.764890 0.033 -0.944 -0.495
H 5.464052 1.430677 2.183267 -0.186 0.876 0.061
H 4.879187 0.110867 1.126780 0.428 0.128 -1.209
H 8.317222 -0.750633 1.811489 0.510 0.383 -0.159
H 7.713092 0.901222 1.335248 0.420 0.049 -0.603
H 7.221950 -0.670360 0.460660 -0.160 0.614 0.033
H 4.559620 0.777488 4.777084 0.159 -0.878 -0.108
H 5.492098 -0.555966 4.550944 0.720 -0.164 0.181
C -0.786264 -2.361144 -3.189531 -0.651 -0.564 -1.406
C 0.606425 -2.339904 -2.727712 1.874 -2.113 -0.022
O 0.926953 -1.351444 -1.838943 0.669 1.800 1.071
H -0.953096 -1.530836 -3.860185 -0.193 0.314 -0.250
H -1.566947 -2.337512 -2.471346 -0.470 0.113 1.171
H -0.955593 -3.282230 -3.753268 0.022 0.063 -0.170
H 1.263136 -2.192135 -3.596271 -0.124 0.012 0.004
H 0.986610 -3.322051 -2.300148 -0.820 0.621 -0.393
H 0.232831 -1.077664 -1.224556 -0.337 -0.003 0.013
C 4.444732 1.450193 -2.570882 0.494 -0.304 -1.405
C 3.359100 0.393161 -2.415011 1.918 -0.563 0.847
O 3.443999 -0.233565 -1.101276 -1.566 0.334 -0.795
H 4.211657 2.376403 -2.040136 0.311 -0.192 0.100
H 4.485616 1.656143 -3.672173 -0.212 0.266 0.770
H 5.473254 1.079243 -2.395060 -0.636 0.131 0.529
H 3.579956 -0.392226 -3.166083 -0.691 0.389 0.150
H 2.420974 0.911427 -2.558065 -0.515 -0.381 -0.102
H 2.554211 -0.674541 -1.027846 1.094 0.207 -0.037
C 1.650550 4.327334 -1.985338 0.566 0.141 -0.116
C 1.675627 3.625809 -3.328705 1.147 -0.364 0.265
O 0.575285 2.748280 -3.529591 0.132 -0.840 0.073
H 0.713135 4.773294 -1.771710 -1.149 0.347 0.080
H 2.363693 5.146518 -1.986360 0.291 0.108 -0.072
H 1.909050 3.697082 -1.139217 0.049 -0.376 -0.042
H 2.692112 3.173827 -3.404492 -0.871 -0.387 -0.109
H 1.691407 4.326900 -4.157928 -0.464 0.306 0.001
H 0.756029 1.813125 -3.287703 0.129 1.092 -0.112
C -0.375789 -0.936577 4.971376 -1.064 0.180 -0.568
C -0.434462 -1.655757 3.620701 -0.788 1.244 0.846
O -0.882786 -0.735852 2.576528 1.647 -1.159 -0.096
H 0.054701 0.042401 4.770515 0.066 0.124 0.344
H 0.247939 -1.483504 5.651206 0.371 -0.223 0.416
H -1.380547 -0.819193 5.444675 0.684 0.009 -0.429
H -1.088275 -2.500170 3.669647 -0.569 -0.534 -0.082
H 0.535871 -2.053301 3.419608 0.617 0.177 -0.841
H -1.706960 -0.343676 2.809158 -1.013 0.273 0.556
C -0.244645 2.184254 1.302456 0.577 0.267 0.145
C 0.113761 1.541902 -0.001937 1.282 -0.287 0.732
O -0.447542 0.243271 -0.013840 -0.042 -0.787 0.613
H 0.198956 1.549606 2.050633 0.265 0.195 0.814
H -1.317438 2.113524 1.428251 -0.344 0.306 0.029
H 0.107725 3.225689 1.377084 -0.159 -0.423 0.094
H 1.222177 1.527292 -0.199852 -0.786 -0.180 0.362
H -0.308869 2.129375 -0.750545 -0.837 0.648 -1.809
H -0.501713 -0.076918 0.928718 0.114 0.155 -0.958
C -3.862044 4.320700 3.133633 -0.140 -0.487 0.634
C -3.072417 5.561035 3.408727 1.497 -0.686 0.782
O -3.108717 5.769047 4.831699 -1.002 -0.584 -0.625
H -3.862077 4.104131 2.087652 -0.179 -0.050 -0.849
H -4.884617 4.426534 3.494438 -0.037 -0.077 -0.056
H -3.398228 3.447092 3.621782 -0.201 0.412 0.029
H -3.411987 6.415722 2.842290 -0.297 0.388 -0.027
H -2.025107 5.340592 3.107565 -0.374 0.363 0.042
H -2.435130 6.361831 5.119183 0.750 0.702 0.057
```
Forces are in eV/Å.

The calculation puts the relative energy (zero: lowest compared OMol25 entry of this formula, charge and spin) at 57.4 kcal per mole. The charge is 0. As for the SMILES: COC[C@H](C)N.COC[C@H](C)N.COC[C@H](C)N.CCO.CCO.CCO.CCO.CCO.CCO. The LUMO energy is 0.0159 hartree.

These are the Mulliken partial charges, in e, on atoms 1 to 8: number 1, C, carries -1.60; number 2, C, carries 0.95; number 3, C, carries 0.80; number 4, O, carries -0.50; number 5, C, carries -0.29; number 6, N, carries -0.62; number 7, H, carries 0.36; number 8, H, carries 0.40


Record 2
The following is a quantum chemistry calculation of a 2-piece molecular cluster, C3H10S2Si overall at a distorted geometry, from the Open Molecules 2025 dataset.

The geometry in XYZ format:
```
16
Properties=species:S:1:pos:R:3:forces:R:3
C -2.493800 -1.006494 0.088322 4.578 -0.122 2.396
C -1.671177 0.065383 -0.581651 1.586 -0.972 -0.552
C -1.217516 1.091442 0.450804 1.974 -1.909 0.340
Si 3.780254 -0.057813 -0.021497 -1.699 1.614 -1.150
S 0.342302 1.833937 -0.077880 0.720 -1.285 0.453
S 1.908633 -0.984778 0.398495 -0.712 1.540 -0.384
H -2.657233 -1.758453 -0.577990 -1.376 -2.071 -1.702
H -1.731557 -1.514976 0.866355 -1.494 0.934 -1.507
H -3.243375 -0.682847 0.718029 -2.168 0.651 0.752
H -2.110878 0.561201 -1.419409 -0.827 0.343 -0.503
H -0.780349 -0.503150 -1.086297 -1.216 1.288 1.201
H -1.961461 1.822171 0.729871 -0.123 0.357 0.033
H -0.894871 0.483152 1.353680 -0.642 1.003 -0.615
H 3.679638 1.305716 0.524897 0.459 -0.115 0.537
H 4.895710 -0.869042 0.045716 1.670 -1.508 1.472
H 4.155686 0.214557 -1.411448 -0.730 0.252 -0.770
```
Forces are in eV/Å.

The calculation puts the relative energy (zero: lowest compared OMol25 entry of this formula, charge and spin) at 108.7 kcal per mole. The charge is 0. The LUMO energy (spin up / spin down) is -0.1243 / -0.1242 hartree.

These are the Mulliken partial charges, in e, on atoms 1 to 8: number 1, C, carries -1.20; number 2, C, carries -0.21; number 3, C, carries -0.62; number 4, Si, carries 0.52; number 5, S, carries -0.03; number 6, S, carries -0.25; number 7, H, carries 0.39; number 8, H, carries 0.22


Record 3
The following is a quantum chemistry calculation of a 2-piece molecular cluster, C10H16 overall at a distorted geometry, from the Open Molecules 2025 dataset.

The geometry in XYZ format:
```
26
Properties=species:S:1:pos:R:3:forces:R:3
C 0.409679 -2.188212 -0.436742 0.757 0.567 -0.781
C 1.211551 -0.905744 -0.635361 -1.023 -0.797 -0.386
C 0.895455 -0.045397 -1.678740 0.693 0.923 0.202
C 2.291104 -0.637727 0.188805 -0.017 -0.093 0.173
C 1.645693 1.119610 -1.822556 0.191 -0.152 0.142
C 2.992187 0.545000 0.072902 -0.299 0.301 -0.133
C 2.619899 1.461671 -0.912220 0.769 -0.473 0.784
H 1.104202 -2.932408 -0.052011 -0.390 -0.240 0.295
H 0.065531 -2.523836 -1.415141 -0.100 -0.142 0.057
H 0.072741 -0.161215 -2.366907 -0.095 -0.587 0.000
H 2.542008 -1.382578 0.934127 0.142 0.097 0.094
H 1.560046 1.740449 -2.681335 -0.625 0.536 -0.513
H 3.819047 0.765762 0.730165 0.037 0.028 0.134
H 3.151214 2.402333 -0.922396 -0.010 0.084 -0.446
H -0.464755 -2.033974 0.185883 0.022 -0.132 0.304
C -1.739623 0.447473 1.409708 0.397 -0.384 -0.974
C -1.749575 1.395905 0.174808 -0.295 0.355 1.646
C -2.920540 -0.516627 1.425759 -0.390 -0.151 0.666
H -0.839269 -0.156776 1.295587 0.175 0.047 0.465
H -1.663122 1.007016 2.338769 -0.036 0.004 0.031
H -1.870685 2.418923 0.538773 -0.243 0.070 -0.157
H -2.618934 1.151099 -0.427121 0.298 0.053 -0.597
H -2.755424 -1.444770 0.882051 0.132 0.178 -0.537
H -3.144614 -0.888486 2.428512 0.019 0.260 0.156
H -0.785683 1.400224 -0.310244 -0.068 -0.271 -0.590
H -3.828134 -0.037705 1.054934 -0.044 -0.079 -0.036
```
Forces are in eV/Å.

The calculation puts the relative energy (zero: lowest compared OMol25 entry of this formula, charge and spin) at 13.2 kcal per mole. The charge is 0. As for the SMILES: Cc1ccccc1.CCC. The LUMO energy is 0.0395 hartree.

These are the Mulliken partial charges, in e, on atoms 1 to 8: number 1, C, carries -1.22; number 2, C, carries 0.93; number 3, C, carries -0.55; number 4, C, carries -0.45; number 5, C, carries -0.43; number 6, C, carries -0.46; number 7, C, carries -0.54; number 8, H, carries 0.39


Record 4
The following is a quantum chemistry calculation of C8H14ClCoF6HgO as an isolated structure at a distorted geometry, from the Open Molecules 2025 dataset.

The geometry in XYZ format:
```
32
Properties=species:S:1:pos:R:3:forces:R:3
Co 0.848772 0.790614 0.633467 -0.053 0.400 -1.816
Cl 2.528277 1.538945 1.728602 1.947 0.557 1.121
C -0.312451 2.395758 0.268010 -0.483 0.359 0.091
H -1.348332 2.070608 0.476716 0.131 0.332 -0.152
H -0.199704 2.680617 -0.791073 -0.123 0.222 0.324
H 0.001811 3.190236 0.962528 -0.267 0.117 -0.264
Hg 2.143441 -0.760166 -2.711472 0.739 -0.084 -0.156
C 2.260095 -2.818069 -2.132160 0.082 -0.094 -0.101
C 2.634592 1.069949 -3.703825 0.037 0.000 -0.102
C 0.558640 -0.056805 -1.284020 -1.277 -0.165 0.215
H 1.779894 1.389437 -4.313964 0.245 0.064 0.075
H 2.853766 1.827626 -2.939804 -0.082 -0.162 -0.245
H 3.513597 0.899726 -4.339082 -0.159 0.287 -0.006
H 1.312980 -3.320501 -2.366819 0.233 -0.003 0.102
H 3.086608 -3.289150 -2.683623 -0.230 -0.151 0.220
H 2.448274 -2.866587 -1.051458 -0.082 -0.041 -0.264
H -0.093226 0.663165 -1.826877 0.345 -0.405 -0.051
H -0.031848 -0.985880 -1.099307 0.211 0.489 -0.292
C -0.022035 -2.427234 2.861770 -0.096 -0.213 0.262
C -0.882751 -1.363571 2.183692 0.182 1.172 -0.951
O -0.157653 -0.492311 1.462029 -1.600 -2.133 1.725
C -1.852335 -2.083392 1.155568 0.833 0.503 -0.104
F -2.669794 -3.009040 1.734849 -0.027 0.152 -0.329
F -2.622990 -1.210248 0.466258 0.256 -0.770 0.495
F -1.082675 -2.749230 0.236141 -0.915 0.287 0.761
C -1.694404 -0.565900 3.296455 0.747 -0.131 -0.735
F -2.453207 -1.391570 4.081783 0.045 0.497 -0.034
F -0.800853 0.063402 4.113591 -0.886 -0.435 -0.354
F -2.507273 0.383180 2.777678 0.348 -0.648 0.547
H 0.554908 -2.947976 2.093525 -0.130 0.111 0.083
H -0.648312 -3.136718 3.411515 0.178 -0.084 0.050
H 0.677931 -1.933096 3.541342 -0.148 -0.028 -0.115
```
Forces are in eV/Å.

The charge is -2. The expectation value of S² is 6.0142. The LUMO energy (spin up / spin down) is 0.1996 / 0.1990 hartree. Its spin multiplicity is 5.

These are the Mulliken partial charges, in e, on atoms 1 to 8: number 1, Co, carries -0.01; number 2, Cl, carries -0.66; number 3, C, carries -0.97; number 4, H, carries 0.14; number 5, H, carries 0.29; number 6, H, carries 0.20; number 7, Hg, carries 0.46; number 8, C, carries -1.13


Record 5
The following is a quantum chemistry calculation of C12H23NO3Si in the gas phase at a distorted geometry, from the Open Molecules 2025 dataset.

The geometry in XYZ format:
```
40
Properties=species:S:1:pos:R:3:forces:R:3
O -1.150651 -1.238955 1.205002 0.493 1.555 -0.809
O 0.511143 -1.141899 -1.007758 -1.571 0.445 0.379
O 1.134626 0.317029 1.188163 -1.334 -0.186 -1.891
N 1.453739 -2.593302 1.427209 -0.260 0.187 -0.861
C -1.012503 -2.607560 0.966630 -0.581 -1.139 -0.944
C 1.792559 -1.620208 -0.896747 2.098 0.308 0.903
C 1.304351 -0.301660 2.416868 -0.987 0.444 2.055
C 0.131447 -3.184186 1.774024 1.549 -0.243 0.171
C 1.983104 -2.813183 0.010618 -0.570 -0.019 2.576
C 2.076942 -1.584311 2.355777 -0.819 -1.868 -1.727
C -1.974689 3.521386 -1.946788 -0.512 -0.389 0.395
C -1.550808 2.325827 -2.837043 0.034 0.317 1.149
C -1.066289 3.756680 -0.740977 0.059 0.024 -0.527
C -0.818533 1.213991 -2.025897 0.354 0.323 -1.189
C -0.902647 2.511188 0.153483 0.352 0.027 -0.121
C -1.149886 1.152340 -0.547701 -0.252 -0.173 0.541
Si -0.151249 -0.270277 0.229003 -0.103 0.528 1.028
H -0.860648 -2.711124 -0.133518 0.234 -0.580 0.737
H -1.960346 -3.156550 1.148168 0.358 0.465 0.360
H 2.432495 -0.831033 -0.452028 -0.054 -0.198 -0.520
H 2.143311 -1.851992 -1.880505 0.386 -0.168 -0.718
H 1.802637 0.415723 3.086739 0.027 -0.182 -0.087
H 0.277023 -0.477030 2.849737 1.099 -0.090 -0.039
H -0.001724 -2.985362 2.868197 -0.170 -0.258 -0.856
H 0.201534 -4.295413 1.613825 -0.251 0.807 0.200
H 3.045692 -3.081507 0.143277 -0.216 0.300 -0.477
H 1.479780 -3.690601 -0.377044 -0.215 -0.252 -0.038
H 2.164353 -2.082984 3.314704 -0.046 0.242 0.481
H 3.077320 -1.435983 1.981082 0.458 0.269 -0.121
H -2.989769 3.382794 -1.539382 0.131 -0.182 -0.324
H -2.017648 4.410546 -2.561161 -0.065 0.342 -0.097
H -2.435059 1.931198 -3.316264 -0.335 -0.284 -0.055
H -0.941885 2.699719 -3.654330 0.387 -0.077 -0.020
H -0.114592 4.134483 -1.140972 0.055 -0.242 0.367
H -1.484715 4.547136 -0.112885 0.096 0.127 -0.204
H 0.272806 1.341806 -2.121798 -0.256 0.067 -0.098
H -1.038905 0.262460 -2.514164 0.132 -0.047 0.129
H 0.132484 2.496789 0.496416 -0.112 0.183 0.432
H -1.583088 2.625957 1.013570 0.414 -0.250 -0.164
H -2.211713 0.908069 -0.435530 -0.006 -0.136 -0.018
```
Forces are in eV/Å.

The calculation puts the relative energy (zero: lowest compared OMol25 entry of this formula, charge and spin) at 0.0 kcal per mole. The charge is 0. As for the SMILES: C1CCC([Si]23OCCN(CCO2)CCO3)CC1. The LUMO energy is 0.0350 hartree.

These are the Mulliken partial charges, in e, on atoms 1 to 8: number 1, O, carries -0.45; number 2, O, carries -0.28; number 3, O, carries -0.41; number 4, N, carries 0.22; number 5, C, carries -0.28; number 6, C, carries -0.34; number 7, C, carries -0.22; number 8, C, carries -0.85